C14H25MgN5S4 as an isolated structure at a distorted geometry. Source: the Open Molecules 2025 dataset; level of theory: ωB97M-V with the def2-TZVPD basis set.

The geometry in XYZ format:
```
49
Properties=species:S:1:pos:R:3:forces:R:3:lowdin_charge:R:1
Mg 0.369653 -0.001979 -0.034733 -0.4 -0.1 0.5 0.5520
S -0.618656 2.375963 -0.556115 -0.5 0.4 -0.5 0.8428
S -0.357184 -2.442652 -0.494470 0.4 0.7 -0.8 0.8643
C -2.440803 2.534309 -0.567006 0.0 -0.1 0.5 -0.3237
C -0.423105 2.492431 -2.371429 0.0 -0.2 -0.1 -0.4075
C -0.844877 1.195409 -3.049911 0.1 0.0 0.0 -0.2610
N -0.067895 0.047144 -2.532002 0.1 0.1 -0.1 -0.1293
C -0.665571 -1.215372 -3.021394 0.2 0.0 0.0 -0.2548
C -0.050252 -2.408858 -2.299631 -0.3 -0.4 -0.1 -0.4205
H 0.611449 2.768903 -2.623968 -0.3 -0.1 0.2 0.0961
H -1.088777 3.303615 -2.685128 0.3 0.0 0.0 0.0942
H -0.698165 1.276240 -4.141531 -0.2 0.1 0.3 0.1461
H -1.908906 1.003479 -2.853599 0.3 0.0 -0.1 0.1150
H -0.508150 -1.291977 -4.112789 -0.1 -0.2 0.4 0.1465
H -1.752715 -1.168643 -2.858356 0.4 0.0 0.0 0.1082
H 1.035100 -2.451293 -2.465327 -0.3 -0.2 0.1 0.0856
H -0.511305 -3.337096 -2.646467 0.3 0.1 -0.3 0.0972
C -2.160727 -2.585150 -0.524598 -0.6 -0.7 0.5 -0.3227
H 0.848635 0.121528 -2.987035 -0.2 -0.1 0.3 0.1215
H -2.636441 -2.366365 -1.490105 0.5 0.0 0.3 0.0561
H -2.614146 -1.955533 0.254673 0.3 -0.4 -0.4 0.0103
H -2.345422 -3.641594 -0.276263 -0.2 0.4 -0.1 0.0606
H -2.757111 2.715033 0.465524 0.0 0.0 -0.2 0.0541
H -2.922060 1.626939 -0.949124 0.1 0.3 0.0 0.0424
H -2.722218 3.399621 -1.179314 0.2 -0.2 0.2 0.0668
C 3.069174 -0.319824 -1.180015 1.6 -0.4 0.0 -0.1035
C 3.997229 -0.641753 -0.242621 0.1 -0.4 -1.1 -0.0400
H 3.315014 0.448343 -1.936486 -0.3 -0.4 0.5 0.0757
H 2.183873 -0.942208 -1.423320 0.5 0.3 0.6 0.0119
H 5.033710 -0.193484 -0.220665 -1.5 -0.1 -0.1 0.0965
H 3.887347 -1.484071 0.459717 -0.2 0.5 -0.4 0.0819
N -2.738477 -0.511899 1.835882 -0.4 -0.2 0.0 0.0910
C -1.607548 -0.731537 2.540494 0.8 -0.2 0.7 -0.6560
N -0.408713 -0.522388 2.057924 -0.7 0.0 0.1 -0.0167
C 0.570965 -0.627709 3.053544 -2.3 -0.2 1.9 -0.3026
C 0.060807 -0.969293 4.308402 1.3 0.1 -1.7 -0.3016
S -1.640090 -1.254620 4.232957 0.4 0.6 -0.9 1.1118
C 1.792325 0.012686 2.678486 2.2 1.5 0.5 -0.3161
C 2.933377 0.310549 3.406359 -1.7 -1.2 -0.8 -0.3010
S 3.988104 1.335451 2.511733 -0.8 0.5 -0.2 1.1166
C 2.739328 1.512921 1.288896 0.1 -0.7 0.4 -0.6843
N 1.720218 0.686971 1.456524 0.7 0.7 -0.3 -0.0252
N 2.817333 2.347848 0.224591 0.0 0.0 0.1 0.1201
H -3.583109 -0.857778 2.267176 -0.2 0.5 -0.4 0.1194
H -2.761560 0.156643 1.063836 -0.1 -0.5 0.7 0.1019
H 0.636862 -1.035202 5.230210 -0.4 -0.1 -0.3 0.0946
H 3.086248 -0.065581 4.409177 0.5 0.2 -0.2 0.0946
H 3.715090 2.766624 0.009586 -0.6 0.2 0.0 0.1254
H 1.940245 2.706610 -0.170192 1.0 -0.1 0.3 0.0654
```
Forces are in eV/Å.

Largest force on an atom ... 3.0 eV/A
Net charge ... +2
Lowest unoccupied orbital energy ... -5.3 eV
Electronic energy ... -2614.6432 Ha
Relative energy (zero: lowest compared OMol25 entry of this formula, charge and spin) ... 0.0 kcal per mole